Entry from the Open Molecules 2025 dataset: 19 unconnected molecules or ions with the total composition C36H107N3O19 (ωB97M-V/def2-TZVPD).

CARTESIAN COORDINATES (ANGSTROEM)
C (3.9686, -1.2670, -6.8458)
O (4.2105, 0.0177, -6.2623)
H (4.7126, -1.9040, -6.3673)
H (2.9388, -1.5266, -6.6007)
H (4.0997, -1.1780, -7.9243)
H (3.7456, 0.1105, -5.4275)
C (4.8341, 2.2998, -1.8237)
O (3.9139, 1.3979, -1.2268)
H (4.4124, 3.3048, -1.8166)
H (5.7520, 2.2731, -1.2364)
H (5.0073, 2.1472, -2.8890)
H (4.0925, 1.4586, -0.2855)
C (-0.2951, 1.3905, -1.2139)
O (0.7489, 1.2847, -2.1200)
H (0.1308, 1.9590, -0.3871)
H (-1.1182, 2.0194, -1.5533)
H (-0.7501, 0.4486, -0.9074)
H (1.5502, 1.2574, -1.5920)
C (-4.3026, 2.2747, -3.8820)
O (-3.0880, 1.8519, -3.3606)
H (-4.8495, 2.8265, -3.1174)
H (-4.0338, 2.8367, -4.7765)
H (-4.9687, 1.4428, -4.1108)
H (-3.2779, 1.2044, -2.6777)
C (-2.6361, -1.4221, 1.5349)
O (-3.1283, -0.3044, 0.8726)
H (-1.6338, -1.2584, 1.9307)
H (-3.1848, -1.7141, 2.4303)
H (-2.6700, -2.1456, 0.7203)
H (-3.6701, 0.2611, 1.4278)
C (5.6616, -3.0363, -1.2416)
O (4.6064, -2.5464, -2.0790)
H (5.1668, -3.6261, -0.4700)
H (6.3417, -3.6383, -1.8442)
H (6.2132, -2.2090, -0.7949)
H (3.9528, -3.2393, -2.1987)
C (-2.2996, 5.1517, -0.7724)
O (-1.9899, 5.1012, 0.5998)
H (-1.5402, 4.6194, -1.3453)
H (-3.2209, 4.5846, -0.9051)
H (-2.4743, 6.1282, -1.2241)
H (-1.2331, 5.6743, 0.7431)
C (0.9207, 6.0737, 0.0108)
O (0.0536, 7.0152, 0.6755)
H (1.2586, 5.3368, 0.7394)
H (0.3133, 5.5452, -0.7240)
H (1.8192, 6.4743, -0.4587)
H (0.3173, 7.8990, 0.4093)
C (-1.6322, 0.5776, -6.5370)
O (-1.0894, -0.7550, -6.3521)
H (-0.9424, 1.3989, -6.3429)
H (-2.0164, 0.7473, -7.5428)
H (-2.4928, 0.7175, -5.8829)
H (-1.1494, -0.9679, -5.4179)
C (0.9690, -3.6168, 0.4915)
C (0.5698, -5.0577, 0.7264)
C (-0.9582, -5.1360, 0.4134)
C (-1.4569, -6.5812, 0.1228)
C (-0.5255, -7.2792, -0.9080)
C (0.9654, -7.3870, -0.4208)
N (1.4360, -5.9396, -0.1441)
O (2.8208, -5.8130, 0.1123)
C (1.0795, -8.2867, 0.8638)
C (1.7940, -7.9212, -1.5344)
C (0.7046, -5.3640, 2.2759)
H (0.6359, -3.2599, -0.4831)
H (2.0339, -3.3902, 0.4400)
H (0.7112, -2.8808, 1.2531)
H (-1.5355, -4.7241, 1.2411)
H (-1.2306, -4.5538, -0.4669)
H (-2.4512, -6.4797, -0.3122)
H (-1.5820, -7.1835, 1.0227)
H (-0.5468, -6.7235, -1.8454)
H (-0.9408, -8.2471, -1.1887)
H (1.9940, -7.9693, 1.3649)
H (0.2848, -8.0023, 1.5535)
H (0.9801, -9.3690, 0.7813)
H (1.3866, -8.9063, -1.7620)
H (1.7273, -7.3510, -2.4610)
H (2.8625, -7.9956, -1.3321)
H (1.7303, -5.5140, 2.6130)
H (0.1621, -6.2643, 2.5644)
H (0.3542, -4.5590, 2.9219)
H (2.8111, -6.3066, 0.9356)
C (4.1033, -0.7344, 3.5005)
C (3.5974, -0.1923, 2.1124)
C (2.0277, -0.3878, 2.0876)
C (1.3237, 0.8066, 2.8192)
C (1.8612, 2.1306, 2.2878)
C (3.3511, 2.3685, 2.4452)
N (3.9664, 1.2088, 1.7816)
O (5.3597, 1.3265, 1.6044)
C (3.6833, 3.7247, 1.5774)
C (3.7377, 2.6711, 3.9219)
C (4.0668, -1.1932, 1.0201)
H (5.1435, -0.4458, 3.6514)
H (4.2746, -1.8093, 3.5579)
H (3.5025, -0.5417, 4.3893)
H (1.7133, -0.4458, 1.0456)
H (1.7901, -1.3267, 2.5877)
H (1.3696, 0.6885, 3.9018)
H (0.2672, 0.6503, 2.6015)
H (1.3441, 2.9962, 2.7018)
H (1.6566, 2.1109, 1.2174)
H (4.7585, 3.7395, 1.3986)
H (3.2994, 3.4753, 0.5882)
H (3.4410, 4.7146, 1.9641)
H (4.8098, 2.8642, 3.9618)
H (3.1602, 3.4765, 4.3757)
H (3.5726, 1.7520, 4.4841)
H (3.7342, -2.2115, 1.2215)
H (5.1512, -1.3033, 1.0285)
H (3.8292, -0.9892, -0.0239)
H (5.7204, 1.2608, 2.4916)
C (-6.2442, 0.6089, 1.9595)
C (-5.7942, 1.5304, 3.0726)
C (-5.9162, 0.7735, 4.4146)
C (-5.2687, 1.4623, 5.5533)
C (-3.7315, 1.4793, 5.2068)
C (-3.4476, 2.3248, 3.8755)
N (-4.3719, 1.8461, 2.8515)
O (-4.0513, 2.3196, 1.5872)
C (-3.4312, 3.7917, 4.2615)
C (-1.9197, 1.9017, 3.5390)
C (-6.5227, 2.8918, 3.1619)
H (-5.5971, -0.2682, 1.9427)
H (-7.3046, 0.4170, 2.1232)
H (-6.1816, 1.1515, 1.0163)
H (-6.9671, 0.8728, 4.6865)
H (-5.6683, -0.2867, 4.3629)
H (-5.7225, 2.4401, 5.7146)
H (-5.4117, 0.8030, 6.4094)
H (-3.3845, 0.4468, 5.1647)
H (-3.2314, 1.9813, 6.0351)
H (-3.2938, 4.4843, 3.4311)
H (-2.5753, 4.0403, 4.8889)
H (-4.3425, 4.0846, 4.7829)
H (-1.2631, 1.9548, 4.4074)
H (-1.5876, 2.6245, 2.7937)
H (-1.9283, 0.8900, 3.1333)
H (-6.4331, 3.5165, 2.2732)
H (-7.5946, 2.7495, 3.2990)
H (-6.1254, 3.5842, 3.9041)
H (-4.2773, 3.2512, 1.6387)
O (-3.6967, -0.1521, -1.7878)
H (-3.6610, -0.0591, -0.8358)
H (-4.6315, -0.1850, -1.9909)
O (-0.6427, 3.0275, -4.0039)
H (-1.5622, 2.8658, -3.7928)
H (-0.1739, 2.2887, -3.6156)
O (1.0265, -2.4144, -3.0118)
H (1.4925, -1.6369, -3.3194)
H (0.1009, -2.1770, -3.0671)
O (0.0582, 5.2260, -5.3167)
H (0.7830, 5.5687, -4.7938)
H (-0.3505, 4.5658, -4.7568)
O (-1.3086, -0.7818, -3.2822)
H (-2.1258, -0.6906, -2.7921)
H (-0.7910, -0.0172, -3.0300)
O (2.8958, -0.3899, -3.1813)
H (3.4108, -0.9846, -2.6361)
H (3.0739, 0.4795, -2.8226)
O (1.7265, 2.8782, -5.5537)
H (1.1232, 2.4603, -4.9392)
H (1.3842, 3.7657, -5.6600)

The value obtained for the lowest unoccupied orbital energy is 0.14 eV. Its total energy is -82432.34022 eV. For the HOMO energy, the calculation gives -8.43 eV. The calculation puts the frontier orbital gap at 8.57 eV.


Entry from the Open Molecules 2025 dataset: 8 unconnected molecules or ions with the total composition C36H108N15O8P5S3 (ωB97M-V/def2-TZVPD).

CARTESIAN COORDINATES (ANGSTROEM)
O (-11.0529, -12.7078, -4.9038)
P (-10.4971, -11.4932, -5.5798)
N (-10.1587, -11.8337, -7.3456)
C (-10.2897, -10.7239, -8.3243)
C (-9.3966, -12.9936, -7.8076)
N (-8.9284, -11.0445, -4.9728)
C (-8.5411, -11.1733, -3.5483)
C (-7.7898, -10.5724, -5.8642)
N (-11.5790, -10.1145, -5.4755)
C (-12.8761, -10.1748, -4.7885)
C (-11.1230, -8.7172, -5.6356)
H (-10.6524, -9.8166, -7.8413)
H (-11.0080, -11.0746, -9.0654)
H (-9.2881, -10.5950, -8.7344)
H (-9.3899, -13.8195, -7.0963)
H (-8.3867, -12.6991, -8.0927)
H (-9.8771, -13.4907, -8.6503)
H (-8.4152, -10.1517, -3.1897)
H (-9.3627, -11.6129, -2.9827)
H (-7.6016, -11.6930, -3.3604)
H (-7.0453, -11.2913, -6.2062)
H (-8.2520, -10.0265, -6.6866)
H (-7.1965, -9.8405, -5.3161)
H (-13.4959, -9.3371, -5.1085)
H (-13.3522, -11.0942, -5.1295)
H (-12.7233, -10.2083, -3.7098)
H (-10.0374, -8.6403, -5.6946)
H (-11.3270, -8.1580, -4.7225)
H (-11.6717, -8.4219, -6.5300)
O (-10.7085, -1.3193, -2.2027)
P (-11.5804, -0.1336, -1.9040)
N (-12.1466, 0.7946, -3.1377)
C (-11.5239, 0.7309, -4.4212)
C (-13.5700, 1.3557, -3.2106)
N (-10.7581, 1.0543, -0.9767)
C (-9.5476, 0.7810, -0.2115)
C (-11.2548, 2.4990, -0.8442)
N (-12.9342, -0.5615, -0.9552)
C (-13.9757, -1.5082, -1.5556)
C (-12.7300, -0.6349, 0.5064)
H (-10.4953, 0.3714, -4.4498)
H (-11.4374, 1.7174, -4.8767)
H (-12.1326, 0.1889, -5.1448)
H (-13.8114, 1.7192, -2.2117)
H (-14.2732, 0.5942, -3.5477)
H (-13.7074, 2.0766, -4.0166)
H (-8.6107, 0.9033, -0.7548)
H (-9.5344, 1.4073, 0.6805)
H (-9.6467, -0.1790, 0.2952)
H (-11.3094, 3.0080, -1.8066)
H (-12.2217, 2.4429, -0.3441)
H (-10.6480, 3.1971, -0.2675)
H (-14.9164, -1.0243, -1.8185)
H (-13.5932, -1.8214, -2.5271)
H (-14.2704, -2.1999, -0.7664)
H (-12.9280, -1.6074, 0.9572)
H (-13.1914, 0.2413, 0.9618)
H (-11.6617, -0.5366, 0.6989)
O (-8.1969, -6.2363, 7.9557)
P (-8.2207, -4.9507, 7.1773)
N (-7.8515, -3.5957, 8.1142)
C (-6.8180, -3.6815, 9.1255)
C (-8.4880, -2.2790, 7.8852)
N (-9.8947, -4.7036, 6.7263)
C (-10.8553, -4.8570, 7.8290)
C (-10.4720, -5.3188, 5.4642)
N (-7.3996, -4.8329, 5.6662)
C (-7.1871, -6.0816, 4.8491)
C (-7.0360, -3.6131, 4.8209)
H (-6.5707, -4.6978, 9.4323)
H (-7.0393, -2.9987, 9.9459)
H (-5.9325, -3.3104, 8.6095)
H (-7.6731, -1.5551, 7.8793)
H (-9.1881, -2.1243, 8.7062)
H (-9.0512, -2.2732, 6.9521)
H (-11.8619, -4.6138, 7.4888)
H (-10.6554, -5.7770, 8.3783)
H (-10.6081, -4.0562, 8.5260)
H (-10.2847, -6.3842, 5.3299)
H (-11.5362, -5.0862, 5.4270)
H (-10.0124, -4.7857, 4.6318)
H (-7.6343, -5.9894, 3.8594)
H (-6.0971, -6.0884, 4.8460)
H (-7.4316, -6.8929, 5.5349)
H (-5.9875, -3.3206, 4.8767)
H (-7.4597, -2.7130, 5.2663)
H (-7.3673, -3.8316, 3.8057)
O (-6.6766, -4.0015, -6.8135)
P (-7.4901, -4.2689, -5.6322)
N (-9.1969, -4.1745, -5.7997)
C (-9.9860, -4.4780, -4.6437)
C (-9.8052, -3.3215, -6.6675)
N (-7.1495, -3.2513, -4.3014)
C (-7.3004, -3.8327, -2.8710)
C (-6.4600, -2.0431, -4.4299)
N (-7.1792, -5.8677, -4.9601)
C (-5.8038, -6.2216, -4.5277)
C (-7.8461, -6.9991, -5.5626)
H (-9.6045, -5.3026, -4.0415)
H (-10.9255, -4.9129, -4.9848)
H (-10.0205, -3.5146, -4.1351)
H (-10.8907, -3.3341, -6.5690)
H (-9.4688, -3.3356, -7.7042)
H (-9.4464, -2.3447, -6.3433)
H (-7.1921, -3.0749, -2.0950)
H (-8.2860, -4.2706, -2.7131)
H (-6.5916, -4.5959, -2.5498)
H (-6.7638, -1.6176, -5.3863)
H (-6.6069, -1.4038, -3.5594)
H (-5.4111, -2.2830, -4.6045)
H (-5.2003, -6.3919, -5.4192)
H (-5.2384, -5.4609, -3.9894)
H (-5.7224, -7.2180, -4.0934)
H (-7.2371, -7.4560, -6.3426)
H (-8.7511, -6.6921, -6.0867)
H (-8.1463, -7.6628, -4.7517)
O (-10.6833, -6.7670, 2.3462)
P (-10.5078, -6.7463, 0.8716)
N (-9.0074, -7.4367, 0.2604)
C (-8.5448, -7.4036, -1.2022)
C (-7.9595, -7.5721, 1.2670)
N (-10.1815, -5.1047, 0.4459)
C (-9.4855, -4.2242, 1.3838)
C (-10.4945, -4.4530, -0.8285)
N (-11.8146, -7.4690, -0.0506)
C (-11.8116, -8.8069, -0.6849)
C (-13.1024, -6.9310, 0.4763)
H (-9.4282, -7.5904, -1.8128)
H (-7.7347, -8.1078, -1.3917)
H (-8.1152, -6.4478, -1.5021)
H (-7.2207, -8.2393, 0.8229)
H (-8.3209, -8.0858, 2.1578)
H (-7.4541, -6.6546, 1.5683)
H (-9.9702, -3.2670, 1.1913)
H (-9.7443, -4.3709, 2.4324)
H (-8.4140, -4.2273, 1.1835)
H (-11.5655, -4.3026, -0.9647)
H (-9.9152, -3.5519, -1.0301)
H (-10.0770, -5.1373, -1.5671)
H (-10.7970, -9.1220, -0.9286)
H (-12.1587, -9.5131, 0.0692)
H (-12.3193, -8.7965, -1.6494)
H (-13.9741, -7.1180, -0.1508)
H (-13.0342, -5.8541, 0.6302)
H (-13.4725, -7.4489, 1.3612)
C (-3.4505, -7.9274, 1.0840)
S (-2.7083, -9.1912, 2.3059)
O (-2.3283, -10.4759, 1.5651)
C (-1.1085, -8.3275, 2.7590)
H (-4.3497, -8.3607, 0.6460)
H (-2.6366, -7.8488, 0.3633)
H (-3.7189, -7.0128, 1.6126)
H (-1.2693, -7.3180, 3.1374)
H (-0.4042, -8.3101, 1.9273)
H (-0.5888, -8.9399, 3.4958)
C (-5.0361, -10.4350, 5.0845)
S (-6.4405, -9.2816, 4.6236)
O (-5.9399, -8.8285, 3.2487)
C (-7.7526, -10.4797, 4.1855)
H (-4.9215, -11.0415, 4.1861)
H (-5.4946, -11.1009, 5.8155)
H (-4.0558, -10.0508, 5.3663)
H (-7.2751, -11.4537, 4.2923)
H (-7.8759, -10.5574, 3.1053)
H (-8.6101, -10.2019, 4.7984)
C (-15.0046, -5.9031, -3.7930)
S (-15.2170, -5.5148, -1.9701)
O (-15.5310, -4.0628, -2.1236)
C (-16.7760, -6.4244, -1.7883)
H (-14.5404, -5.0187, -4.2294)
H (-15.9882, -6.0900, -4.2241)
H (-14.3852, -6.7778, -3.9915)
H (-16.9216, -7.3944, -2.2636)
H (-17.4523, -5.7103, -2.2581)
H (-17.0065, -6.3896, -0.7235)

The relative energy (zero: lowest compared OMol25 entry of this formula, charge and spin) is 133.68 kcal per mole. The value obtained for the lowest unoccupied orbital energy is 0.27 eV. Its total energy is -156762.15929 eV. For the HOMO energy, the calculation gives -7.84 eV. The calculation puts the frontier orbital gap at 8.11 eV.